[1]
Formula: C11H19Br2F6INO5S2Si
Source: the OMol25 dataset
Level of theory: ωB97M-V/def2-TZVPD

Geometry (Å):
1 C 0.744 -1.851 -0.711
2 C 0.304 -0.697 -1.610
3 C -0.719 0.229 -0.952
4 Br 0.054 0.996 0.672
5 Si -1.438 1.585 -2.026
6 O -2.305 2.567 -1.016
7 C -2.581 0.807 -3.328
8 C -4.071 0.753 -3.014
9 C -4.425 0.162 -1.664
10 Br -4.841 2.575 -3.168
11 C -0.139 2.623 -2.930
12 I 0.613 1.527 -4.636
13 C 1.038 3.183 -2.127
14 C 0.588 4.211 -1.092
15 H -0.101 -2.242 -0.138
16 H 1.151 -2.671 -1.305
17 H 1.494 -1.548 0.018
18 H -0.145 -1.091 -2.531
19 H 1.170 -0.112 -1.931
20 H -1.548 -0.386 -0.590
21 H -2.894 3.201 -1.436
22 H -2.437 1.307 -4.288
23 H -2.243 -0.225 -3.485
24 H -4.603 0.231 -3.807
25 H -4.151 0.838 -0.855
26 H -5.486 -0.070 -1.593
27 H -3.860 -0.765 -1.528
28 H -0.674 3.447 -3.413
29 H 1.748 3.650 -2.814
30 H 1.568 2.363 -1.636
31 H -0.136 3.793 -0.394
32 H 1.445 4.563 -0.516
33 H 0.130 5.075 -1.582
34 C 2.785 -4.959 4.683
35 F 3.544 -6.064 4.613
36 F 1.607 -5.237 4.119
37 F 2.576 -4.688 5.973
38 S 3.664 -3.586 3.815
39 O 3.772 -4.029 2.453
40 O 4.877 -3.402 4.563
41 N 2.565 -2.492 4.064
42 S 2.649 -0.998 3.589
43 O 2.618 -0.822 2.163
44 O 3.545 -0.171 4.346
45 C 0.961 -0.507 4.158
46 F 0.823 -0.618 5.480
47 F 0.007 -1.235 3.576
48 F 0.755 0.781 3.832

Calculated values
highest occupied orbital energy	-6.4	eV
total charge	-1
Kohn-Sham gap	8.22	eV

***

[2]
Formula: C11H19Cl2N3O3PTb
Source: the OMol25 dataset
Level of theory: ωB97M-V/def2-TZVPD

Geometry (Å):
1 C -0.045 -4.561 -4.663
2 C 0.162 -3.810 -3.390
3 H -1.109 -4.714 -4.856
4 H 0.469 -5.528 -4.625
5 H 0.403 -3.995 -5.488
6 O -0.684 -3.351 -2.641
7 Cl 1.873 -3.585 -3.010
8 Tb -0.197 -1.066 0.042
9 P -0.013 1.617 -1.533
10 C -1.337 2.841 -1.612
11 C 1.437 2.713 -1.506
12 H 0.908 0.405 -3.426
13 H 0.147 1.933 -3.904
14 H -0.887 0.548 -3.528
15 C 0.044 1.055 -3.254
16 H 2.362 2.135 -1.600
17 H 1.382 3.405 -2.360
18 H -1.131 3.549 -2.434
19 H -1.382 3.417 -0.678
20 H 1.453 3.322 -0.594
21 H -2.296 2.352 -1.818
22 C -1.821 0.556 0.717
23 O -2.690 1.147 1.241
24 Cl 2.169 -0.732 -0.805
25 C -0.893 -2.115 5.117
26 N -0.004 -1.344 4.268
27 C 1.139 -0.894 4.897
28 C 2.014 -0.158 4.184
29 C 1.776 0.085 2.827
30 N 0.739 -0.509 2.163
31 C -0.141 -1.207 2.912
32 O -1.077 -1.751 2.207
33 N 2.523 0.905 2.063
34 H -1.753 -2.464 4.556
35 H -1.242 -1.520 5.963
36 H -0.381 -2.971 5.560
37 H 1.240 -1.176 5.946
38 H 2.939 0.219 4.620
39 H 3.392 1.287 2.385
40 H 2.296 0.920 1.054

Calculated values
highest occupied orbital energy (spin up / spin down)	-15.6 / -15.6	eV
total charge	+2
multiplicity	7
⟨S²⟩	12.699
Kohn-Sham gap (spin up / spin down)	7.70 / 7.88	eV

***

[3]
Formula: C11H19CuNO
Source: the OMol25 dataset
Level of theory: ωB97M-V/def2-TZVPD

Geometry (Å):
1 C 1.174 -1.063 -1.732
2 C 1.278 0.334 -2.030
3 C -0.046 0.834 -2.246
4 C -0.959 -0.256 -2.121
5 C -0.206 -1.423 -1.805
6 Cu 0.211 0.081 -0.167
7 N 0.291 -1.242 1.249
8 C 1.404 0.565 1.854
9 C 1.626 1.446 0.785
10 H -0.292 1.860 -2.557
11 H 2.207 0.911 -2.091
12 H -2.036 -0.217 -2.317
13 H -0.603 -2.437 -1.695
14 H 2.014 -1.736 -1.550
15 H 2.551 1.368 0.205
16 H 2.198 -0.131 2.151
17 H 0.149 -2.028 1.923
18 H 1.055 2.377 0.702
19 H 0.691 0.856 2.637
20 C -3.400 -1.437 1.943
21 C -2.846 -0.035 1.988
22 C -3.810 0.963 1.422
23 C -2.414 0.331 3.385
24 O -1.727 0.070 1.101
25 H -4.312 -1.489 2.562
26 H -2.673 -2.176 2.310
27 H -3.662 -1.723 0.913
28 H -4.729 0.984 2.023
29 H -3.372 1.970 1.408
30 H -4.073 0.717 0.384
31 H -1.670 -0.375 3.783
32 H -1.960 1.333 3.407
33 H -3.295 0.332 4.049

Calculated values
highest occupied orbital energy (spin up / spin down)	1.8 / 2.1	eV
total charge	-2
multiplicity	2
⟨S²⟩	0.775
Kohn-Sham gap (spin up / spin down)	4.11 / 3.79	eV